Entry 1:
DFT (ωB97M-V with the def2-TZVPD basis set) results for C12H20CoN3O6S2 as an isolated structure.

XYZ file:
```
44
C12H20CoN3O6S2 ωB97M-V with the def2-TZVPD basis set
Co 0.22042 0.26243 -0.24602
N 1.04526 -4.27664 0.41264
C 1.29320 -2.79554 0.61036
C 2.71460 -2.44172 0.19560
C 2.97685 -0.94225 0.38775
N 2.15533 -0.14834 -0.56398
C 2.68709 -0.49949 1.81838
C 1.30577 -0.92963 2.30689
N 0.26133 -0.10261 1.65373
C 1.03333 -2.41907 2.06159
H 1.21075 -4.56312 -0.55667
H 0.08137 -4.53338 0.64686
H 1.66433 -4.83629 1.00706
H 0.56816 -2.30409 -0.04375
H 2.91167 -2.73350 -0.83991
H 3.42893 -2.97665 0.82809
H 4.03149 -0.76241 0.17457
H 2.26475 -0.49840 -1.51637
H 2.51967 0.80703 -0.60616
H 2.77868 0.58763 1.89215
H 3.44820 -0.91414 2.48068
H 1.25491 -0.76645 3.38450
H 0.30017 0.84999 2.02383
H -0.67737 -0.43837 1.87704
H 0.00677 -2.66224 2.35071
H 1.70081 -2.98499 2.71793
O -3.85752 -0.41732 -0.46753
S -2.70341 0.07360 -1.13748
O -2.30781 -0.47206 -2.39187
O -1.51680 -0.10459 -0.09530
C -2.85056 1.83843 -1.26514
C -4.12940 2.33808 -1.10212
C -4.37688 3.69922 -1.26123
C -3.35317 4.56798 -1.58541
C -2.05876 4.09022 -1.74339
C -1.80859 2.73465 -1.58157
S -0.11808 2.30807 -1.62359
O 0.63860 3.27318 -2.31892
O 0.08133 0.86949 -2.02913
O 0.28958 2.11643 -0.13929
H -4.93129 1.65304 -0.86632
H -5.38378 4.07272 -1.13418
H -3.55160 5.62238 -1.71778
H -1.24828 4.75873 -1.99728
```

The energy relative to the best compared isomer or geometry (same formula, charge and spin) is 10.4 kJ/mol. Its HOMO-LUMO gap (spin up / spin down) is 7.043 / 7.146 eV. As for the total charge: +2. Its total energy is -88805.91584 eV. The calculation puts the LUMO energy (spin up / spin down) at -8.19 / -8.08 eV. The calculation puts the HOMO energy (spin up / spin down) at -15.228 / -15.230 eV.

These are the Mulliken partial charges, in e, on atoms 1 to 5: 0.1809 -0.0750 0.3251 -1.3353 0.3222

---

Entry 2:
DFT (ωB97M-V with the def2-TZVPD basis set) results for C12H20HgO16S2 as an isolated structure.

XYZ file:
```
51
C12H20HgO16S2 ωB97M-V with the def2-TZVPD basis set
Hg 23.12760 -2.49622 29.34093
O 20.68176 -2.10103 25.39460
C 20.75865 -2.21242 26.75335
O 19.75130 -2.08762 27.48295
O 21.94684 -2.18093 27.20120
H 19.75048 -1.86221 25.27654
O 22.39097 -0.92326 32.54733
C 21.39255 -0.82380 31.66562
O 21.44924 -1.46048 30.57524
O 20.30596 -0.20938 31.91909
H 21.96543 -0.66457 33.37775
O 24.68060 1.44350 30.05856
C 24.20344 0.25959 29.56695
O 24.67941 -0.81161 30.00932
O 23.35881 0.25763 28.63235
H 25.39062 1.07820 30.60902
O 27.02779 -2.76834 27.36892
C 25.62647 -2.75944 27.35895
O 25.02012 -3.32276 28.31817
O 25.08568 -2.20898 26.40306
H 27.14856 -3.35447 28.13253
C 19.27412 -6.90908 27.99166
C 20.45197 -7.83295 28.32842
C 21.59311 -6.97069 28.86463
S 20.98148 -5.42048 29.34861
O 22.07972 -4.49530 29.05150
O 20.39026 -5.53489 30.67797
C 19.70517 -5.41859 28.06558
H 18.41803 -7.19674 28.60718
H 18.77485 -7.06707 27.03145
H 20.82080 -8.47644 27.52890
H 20.16201 -8.56421 29.08586
H 22.23864 -6.63528 28.05147
H 22.13953 -7.25300 29.76472
H 20.29368 -5.17066 27.18189
H 18.85735 -4.76168 28.23235
C 22.32312 -6.40385 33.46199
C 21.45262 -5.25775 34.06244
C 21.80570 -3.94239 33.29358
S 23.47253 -4.02837 32.82213
O 24.18721 -3.32146 33.88128
O 23.64963 -3.70452 31.42887
C 23.63890 -5.90791 32.99236
H 21.76570 -6.99051 32.73076
H 22.37825 -7.12478 34.28586
H 21.90804 -5.10432 35.04386
H 20.42205 -5.59614 34.09643
H 21.47566 -3.02372 33.76750
H 21.25279 -3.94734 32.34825
H 24.54594 -6.01098 33.58104
H 23.69095 -6.22866 31.95279
```

The energy relative to the best compared isomer or geometry (same formula, charge and spin) is 0.0 kJ/mol. Its HOMO-LUMO gap is 5.586 eV. As for the total charge: -2. Its total energy is -71374.10444 eV. The calculation puts the LUMO energy at 3.58 eV. The calculation puts the HOMO energy at -2.006 eV.

These are the Mulliken partial charges, in e, on atoms 1 to 5: 3.1772 -0.4906 0.4980 -0.7437 -0.6890

---

Entry 3:
DFT (ωB97M-V with the def2-TZVPD basis set) results for C12H20MnN2O4 as an isolated structure.

XYZ file:
```
39
C12H20MnN2O4 ωB97M-V with the def2-TZVPD basis set
Mn 0.31259 -1.16957 -0.30380
C -2.71833 -1.49459 -1.04380
O -1.31458 -1.47811 -1.40568
C -1.02126 -2.27461 -2.58269
C 0.35980 -1.88818 -3.05642
O 1.17206 -1.87305 -1.85310
C 2.59674 -1.60647 -1.94059
C 3.10324 -1.75585 -0.52524
O 2.18886 -1.03598 0.34251
C 2.73053 -0.79657 1.66554
H -3.30102 -1.09963 -1.87360
H -2.83182 -0.85324 -0.17464
H -3.02677 -2.51256 -0.80940
H -1.75608 -2.05572 -3.35791
H -1.07719 -3.33123 -2.31412
H 0.38145 -0.89146 -3.49921
H 0.75629 -2.62467 -3.75437
H 2.73534 -0.59519 -2.32534
H 3.06338 -2.33465 -2.60302
H 4.09939 -1.32111 -0.43883
H 3.13270 -2.80154 -0.21334
H 3.64364 -0.21204 1.57278
H 2.93179 -1.74612 2.15965
H 1.98563 -0.23108 2.21771
N -1.91589 4.87331 2.62737
C -1.99265 3.56649 2.93246
O -2.53219 3.12193 3.91903
C -1.34509 2.57659 1.96835
C -1.34722 1.24703 2.39235
C -0.79510 0.29875 1.56911
N -0.25812 0.59750 0.37255
C -0.25363 1.86275 -0.04127
C -0.78944 2.87980 0.73436
H -2.33917 5.52727 3.26770
H -1.43815 5.24145 1.82677
H -1.78502 1.00053 3.35027
H -0.77661 -0.75596 1.86708
H 0.18556 2.06005 -1.00987
H -0.76364 3.88574 0.34062
```

The energy relative to the best compared isomer or geometry (same formula, charge and spin) is 0.0 kJ/mol. Its HOMO-LUMO gap (spin up / spin down) is 8.588 / 8.911 eV. As for the total charge: +2. Its total energy is -55242.07357 eV. The calculation puts the LUMO energy (spin up / spin down) at -6.97 / -6.64 eV. The calculation puts the HOMO energy (spin up / spin down) at -15.554 / -15.552 eV. Its spin multiplicity is 2.

These are the Mulliken partial charges, in e, on atoms 1 to 5: 0.9490 -0.7069 -0.2404 -0.4204 -0.5706

---

Entry 4:
DFT (ωB97M-V with the def2-TZVPD basis set) results for one molecule with the formula C12H20N2.

XYZ file:
```
34
C12H20N2 ωB97M-V with the def2-TZVPD basis set
C -0.59844 -1.71662 -0.02609
C 0.59885 -1.71694 0.02630
C 2.04994 -1.67900 0.05755
N 2.51761 -0.32243 0.25565
C 3.95652 -0.21390 0.39576
C 4.24677 1.28165 0.21322
H 4.40514 1.76577 1.17523
H 5.14009 1.43244 -0.39149
C 2.98822 1.83854 -0.47741
H 2.42847 2.47087 0.21016
H 3.22458 2.42140 -1.36581
C 2.17149 0.59268 -0.81434
H 1.09558 0.77031 -0.82400
H 2.46675 0.19155 -1.80187
H 4.26429 -0.58752 1.37490
H 4.48338 -0.80196 -0.37874
H 2.40819 -2.28843 0.89504
H 2.44212 -2.11882 -0.88359
C -2.04951 -1.67887 -0.05753
N -2.51749 -0.32240 -0.25582
C -3.95648 -0.21433 -0.39550
C -4.24710 1.28120 -0.21345
H -4.40501 1.76504 -1.17568
H -5.14076 1.43202 0.39075
C -2.98894 1.83840 0.47764
H -2.42956 2.47156 -0.20946
H -3.22577 2.42056 1.36637
C -2.17140 0.59290 0.81404
H -1.09558 0.77110 0.82319
H -2.46596 0.19154 1.80168
H -4.26447 -0.58840 -1.37439
H -4.48287 -0.80228 0.37940
H -2.40756 -2.28844 -0.89501
H -2.44176 -2.11861 0.88362
```

The energy relative to the best compared isomer or geometry (same formula, charge and spin) is 253.9 kJ/mol. Its HOMO-LUMO gap is 9.729 eV. The structure (SMILES) is C(#CCN1CCCC1)CN1CCCC1. Its total energy is -15746.55623 eV. The calculation puts the LUMO energy at 1.06 eV. The calculation puts the HOMO energy at -8.665 eV.

These are the Mulliken partial charges, in e, on atoms 1 to 5: -0.1278 -0.1264 -0.5255 -0.0676 -0.7013

---

Entry 5:
DFT (ωB97M-V with the def2-TZVPD basis set) results for a 2-piece molecular cluster, C12H20N2O4P overall.

XYZ file:
```
39
C12H20N2O4P ωB97M-V with the def2-TZVPD basis set
C -0.16319 4.88045 1.88464
C -0.96636 4.49663 2.72776
C -1.99163 3.70469 3.57832
C -1.31634 2.68366 4.58957
C 0.18450 2.34975 4.28841
C 0.44612 1.57586 2.97790
C 1.77440 1.09662 2.55757
C 1.82981 0.38222 1.28825
N 0.85835 0.11472 0.38994
N -0.28276 0.58058 0.84224
C -0.57068 1.22355 1.98728
H 0.53414 5.06940 1.05048
H -2.68740 3.15423 2.90530
H -2.57249 4.44428 4.18335
H -1.35626 3.15900 5.60443
H -1.97079 1.77503 4.61888
H 0.83047 3.26332 4.27149
H 0.56480 1.73471 5.15260
H 2.69603 1.24836 3.15122
H 2.83342 -0.01293 0.99329
H -1.06947 0.41699 0.20244
H -1.62516 1.50825 2.19461
C 0.49463 -2.18860 -1.43042
O -0.07536 -2.71725 -2.62415
P 0.76525 -2.48033 -3.97045
O 1.44523 -1.18002 -4.03911
O -0.31000 -2.74687 -5.11300
C -1.34819 -1.77711 -5.25381
O 1.72621 -3.74041 -4.05992
C 1.16969 -5.05193 -3.94694
H 0.38244 -1.10960 -1.42182
H -0.03758 -2.60938 -0.57625
H 1.55220 -2.45116 -1.35580
H -0.92750 -0.77559 -5.35613
H -2.01392 -1.81299 -4.38914
H -1.91890 -2.01339 -6.14947
H 0.15190 -5.09713 -4.33547
H 1.17293 -5.35878 -2.90004
H 1.79143 -5.73885 -4.51808
```

Its HOMO-LUMO gap is 7.563 eV. As for the total charge: +1. Its total energy is -33219.40546 eV. The calculation puts the LUMO energy at -5.17 eV. The calculation puts the HOMO energy at -12.734 eV.

These are the Mulliken partial charges, in e, on atoms 1 to 5: 0.0504 -0.3518 -0.6935 -0.8142 -0.6273

---

Entry 6:
DFT (ωB97M-V with the def2-TZVPD basis set) results for C12H20N3 as an isolated structure.

XYZ file:
```
35
C12H20N3 ωB97M-V with the def2-TZVPD basis set
C -2.85270 -1.86238 -1.14122
C -2.05291 -2.94510 -1.44337
C -2.28913 -0.63739 -0.82872
C -0.10980 -1.59536 -1.08489
C -0.66119 -2.83181 -1.41096
C -0.90395 -0.48233 -0.82018
C 1.47217 -4.07134 -1.79193
C 0.14824 -4.00461 -1.72463
C 2.05171 2.59769 3.06338
C 1.30094 2.93935 1.78666
C 0.10878 0.81871 1.43619
C -0.26631 0.83757 -0.56139
N -1.05939 2.02156 -0.59442
N 1.02309 1.11936 -1.07418
N -0.00189 2.23321 1.71770
H -3.92728 -1.96150 -1.15343
H -2.50261 -3.89213 -1.70106
H -2.95348 0.18280 -0.59459
H 0.96520 -1.51622 -1.03661
H 1.96642 -4.99547 -2.03714
H 2.12279 -3.23116 -1.61520
H -0.42823 -4.89770 -1.92677
H 1.51901 2.95234 3.94136
H 2.20833 1.52603 3.15932
H 3.02679 3.07453 3.04836
H 1.87204 2.63959 0.90567
H 1.11442 4.01457 1.74283
H -0.66259 0.21327 1.88472
H 1.10026 0.41155 1.53514
H -2.05472 1.84316 -0.65400
H -0.77361 2.67089 -1.31882
H 1.00344 1.54788 -1.99293
H 1.61047 0.29897 -1.11266
H -0.53815 2.42376 2.56842
H -0.57615 2.55774 0.82936
```

The energy relative to the best compared isomer or geometry (same formula, charge and spin) is 88.2 kJ/mol. Its HOMO-LUMO gap is 8.994 eV. As for the total charge: +1. Its total energy is -17231.47753 eV. The calculation puts the LUMO energy at -2.47 eV. The calculation puts the HOMO energy at -11.465 eV.

These are the Mulliken partial charges, in e, on atoms 1 to 5: -1.0724 -0.7440 -0.8454 -0.2270 0.6802